Record 1
C32H31AsCuIN2O4 | the ωB97M-V functional and the def2-TZVPD basis

XYZ file:
```
72
Properties=species:S:1:pos:R:3:forces:R:3
Cu 1.351 1.319 -0.948 0.05 0.21 -0.37
O 1.684 1.272 0.929 0.06 0.02 0.17
C 2.478 0.478 1.552 0.02 0.02 -0.03
C 2.330 0.333 2.961 -0.01 -0.01 -0.01
C 3.122 -0.518 3.686 -0.05 0.05 0.03
C 4.129 -1.283 3.072 0.02 -0.04 -0.01
C 4.310 -1.150 1.718 0.01 0.01 0.01
C 3.517 -0.288 0.938 -0.03 -0.01 0.06
C 3.792 -0.232 -0.471 0.05 0.08 -0.07
N 3.155 0.467 -1.330 -0.02 -0.08 0.15
C 3.463 0.365 -2.745 -0.03 0.01 -0.01
C 2.133 0.162 -3.473 0.02 0.04 0.01
N 1.241 1.180 -2.955 -0.11 -0.17 0.02
C 0.356 1.736 -3.691 0.07 0.09 -0.03
C -0.461 2.842 -3.289 0.00 0.01 0.01
C -1.540 3.205 -4.113 -0.04 0.03 0.00
C -2.339 4.285 -3.832 0.03 -0.04 0.01
C -2.034 5.055 -2.695 0.02 0.00 0.01
C -0.969 4.753 -1.888 0.00 0.00 0.01
C -0.128 3.622 -2.131 0.04 0.05 0.00
O 0.862 3.375 -1.363 -0.06 -0.09 0.17
H 1.545 0.916 3.429 0.02 -0.02 -0.01
H 2.961 -0.604 4.755 0.01 -0.01 -0.02
H 4.744 -1.957 3.653 0.00 0.01 -0.01
H 5.085 -1.724 1.218 -0.02 0.01 0.00
H 4.623 -0.859 -0.815 0.00 -0.02 -0.02
H 3.905 1.307 -3.081 0.01 0.01 0.02
H 4.169 -0.448 -2.946 -0.02 -0.02 -0.02
H 2.259 0.239 -4.558 0.00 -0.02 0.00
H 1.739 -0.827 -3.222 0.00 -0.02 0.00
H 0.229 1.384 -4.722 0.01 0.00 0.00
H -1.746 2.592 -4.987 0.01 0.00 0.01
H -3.183 4.535 -4.462 0.01 0.00 0.01
H -2.653 5.912 -2.450 0.00 -0.01 -0.01
H -0.738 5.353 -1.016 -0.01 -0.01 -0.01
I -2.468 4.474 4.941 -0.01 0.02 0.04
C -2.240 3.308 3.216 0.03 -0.03 -0.09
C -1.209 3.592 2.334 0.01 0.04 0.04
C -1.047 2.806 1.201 -0.02 -0.08 0.02
C -1.924 1.758 0.942 0.13 -0.04 -0.04
C -2.963 1.505 1.829 -0.03 0.00 0.01
C -3.121 2.266 2.978 -0.05 -0.01 0.02
C -1.766 0.862 -0.279 0.07 0.19 -0.12
O -2.775 0.281 -0.692 0.07 -0.14 0.11
O -0.600 0.755 -0.779 -0.23 -0.10 -0.04
H -0.528 4.410 2.528 0.00 0.00 0.00
H -0.232 3.014 0.520 -0.02 0.00 0.01
H -3.650 0.700 1.604 0.01 0.00 0.00
H -3.921 2.051 3.674 0.00 0.00 0.00
C 1.130 -4.096 -0.553 0.05 0.03 0.07
As 0.644 -2.185 -0.632 0.06 -0.04 -0.11
C -0.985 -2.443 -1.681 0.02 0.00 0.04
C -0.097 -1.969 1.193 -0.08 0.06 0.01
C -1.168 -2.941 1.561 -0.05 0.03 -0.02
C -2.501 -2.672 1.236 0.08 -0.03 -0.01
C -3.499 -3.583 1.548 0.00 0.01 -0.01
C -3.190 -4.778 2.187 -0.03 0.01 0.00
C -1.871 -5.054 2.513 0.02 0.00 0.01
C -0.870 -4.144 2.201 -0.01 0.02 0.01
H 0.292 -4.723 -0.246 -0.01 0.02 0.01
H 1.964 -4.244 0.136 -0.01 -0.01 -0.01
H 1.453 -4.393 -1.552 0.00 -0.03 0.01
H -1.568 -3.286 -1.307 -0.01 0.01 0.01
H -0.682 -2.649 -2.710 -0.01 0.02 0.01
H -1.578 -1.529 -1.651 -0.02 0.02 -0.02
H -0.472 -0.946 1.211 0.02 0.03 0.00
H 0.752 -2.010 1.878 0.02 -0.08 -0.02
H -2.741 -1.747 0.720 -0.03 -0.01 0.02
H -4.526 -3.357 1.287 0.01 0.00 0.01
H -3.973 -5.486 2.431 0.01 0.01 -0.01
H -1.619 -5.981 3.016 0.00 0.01 0.00
H 0.160 -4.360 2.465 -0.01 0.00 0.00
```
Forces are in eV/Å.

Properties
Calculated total energy in hartree: -5822.5570
ΔE to the lowest compared entry with this formula, charge and spin in eV: 0.328
HOMO energy (alpha / beta) in eV: -4.8 / -4.7
Multiplicity: 2
Total charge: -1

---

Record 2
C32H31BN11RhS | the ωB97M-V functional and the def2-TZVPD basis

XYZ file:
```
77
Properties=species:S:1:pos:R:3:forces:R:3
Rh 1.064 0.349 -0.294 0.19 0.14 -0.30
C 2.815 3.091 1.205 -0.06 -0.10 0.00
N 1.724 3.311 0.304 0.22 0.41 -0.11
C 0.482 3.918 0.636 -0.06 -0.15 -0.01
C -0.534 3.188 -0.196 -0.14 -0.03 0.09
N -0.347 2.028 -0.818 0.15 0.00 0.05
C -1.520 1.832 -1.581 0.02 -0.01 -0.08
C -1.840 0.903 -2.570 -0.01 -0.01 -0.04
C -3.073 0.998 -3.180 0.00 0.00 0.01
C -3.988 2.007 -2.843 0.01 0.00 0.01
C -3.666 2.972 -1.913 -0.01 0.00 -0.02
C -2.417 2.863 -1.314 0.01 0.02 0.03
N -1.754 3.697 -0.427 0.03 0.01 -0.08
C 3.601 2.024 0.513 0.02 -0.10 0.12
N 3.074 1.186 -0.373 -0.16 -0.08 0.20
C 4.161 0.457 -0.885 -0.04 -0.03 -0.07
C 4.232 -0.469 -1.923 0.00 0.04 -0.02
C 5.467 -1.003 -2.225 0.01 0.00 -0.01
C 6.623 -0.618 -1.526 0.00 0.00 -0.01
C 6.575 0.332 -0.529 0.00 0.01 -0.01
C 5.323 0.861 -0.238 0.00 -0.01 0.02
N 4.921 1.862 0.638 0.02 0.10 -0.16
H 2.462 2.736 2.178 -0.09 0.01 -0.03
H 3.452 3.967 1.385 0.06 -0.06 0.06
H 2.053 3.599 -0.607 -0.03 -0.03 -0.01
H 0.422 4.989 0.404 -0.05 0.00 0.04
H 0.258 3.813 1.699 0.05 -0.05 0.01
H -1.141 0.149 -2.896 -0.01 0.08 -0.02
H -3.332 0.291 -3.957 -0.01 0.00 0.00
H -4.943 2.049 -3.348 0.00 0.00 0.00
H -4.340 3.785 -1.680 0.00 0.00 0.00
H -2.077 4.593 -0.096 0.00 0.00 -0.01
H 3.359 -0.731 -2.507 -0.01 -0.03 0.01
H 5.556 -1.719 -3.030 0.00 0.00 0.00
H 7.572 -1.058 -1.796 0.00 0.00 0.00
H 7.468 0.659 -0.014 0.00 0.00 0.00
H 5.520 2.417 1.227 0.00 0.00 0.00
B 2.852 -0.779 2.330 0.06 0.01 -0.09
N 1.541 0.029 2.599 0.05 0.03 0.00
C 1.084 0.409 3.790 -0.02 -0.01 -0.01
C -0.032 1.217 3.617 0.00 -0.01 0.00
C -0.203 1.283 2.249 -0.06 -0.06 0.00
N 0.758 0.560 1.643 0.07 0.15 -0.04
N 2.514 -1.776 1.201 -0.31 0.07 0.06
C 2.614 -3.099 1.254 -0.01 -0.07 -0.04
C 2.268 -3.627 0.017 -0.25 -0.05 0.08
C 1.931 -2.530 -0.750 1.43 0.21 -0.14
N 2.111 -1.394 -0.030 -0.56 -0.25 0.39
H 3.117 -1.391 3.321 -0.02 0.02 0.02
H 3.718 -0.032 1.978 0.05 0.02 0.01
H 1.581 0.070 4.684 0.00 0.00 0.00
H -0.644 1.669 4.377 0.00 0.00 0.00
H -0.983 1.761 1.687 0.01 0.03 -0.02
H 2.955 -3.579 2.155 -0.01 0.00 0.00
H 2.238 -4.663 -0.273 0.19 0.01 -0.06
H 1.999 -2.480 -1.826 -0.85 -0.06 -0.04
S -3.941 -3.880 -1.002 -0.07 0.05 -0.11
C -2.713 -2.676 -0.751 0.20 -0.10 -0.02
C -2.703 -1.756 0.295 -0.08 0.13 0.02
C -1.664 -0.861 0.413 -0.02 -0.05 -0.03
N -0.643 -0.805 -0.453 0.27 -0.43 0.32
C -0.635 -1.710 -1.452 -0.71 0.84 -0.51
C -1.634 -2.628 -1.647 0.06 -0.25 0.21
C -5.309 -3.159 -0.119 0.04 -0.05 0.08
C -5.985 -2.070 -0.651 -0.01 -0.01 0.00
C -7.039 -1.544 0.079 0.00 0.00 0.00
N -7.438 -2.033 1.251 0.00 0.00 0.00
C -6.798 -3.092 1.733 0.00 0.00 0.00
C -5.722 -3.696 1.089 -0.01 0.00 0.00
H -3.502 -1.727 1.022 0.01 0.00 0.00
H -1.664 -0.159 1.227 0.02 -0.02 0.05
H 0.030 -1.494 -2.280 0.44 -0.41 0.27
H -1.580 -3.303 -2.490 -0.05 0.08 -0.07
H -5.707 -1.651 -1.609 0.00 0.00 0.00
H -7.595 -0.694 -0.300 0.00 0.00 0.00
H -7.154 -3.480 2.680 0.00 0.00 0.00
H -5.231 -4.558 1.520 0.01 0.01 0.00
```
Forces are in eV/Å.

Properties
Calculated total energy in hartree: -2373.5059
HOMO energy in eV: -13.8
Total charge: +2

---

Record 3
C32H31Cl4FNO2Ru | the ωB97M-V functional and the def2-TZVPD basis

XYZ file:
```
72
Properties=species:S:1:pos:R:3:forces:R:3
Ru -0.612 -0.062 1.293 0.21 0.00 -0.11
C 2.366 1.640 4.097 0.00 0.00 -0.01
C 1.253 0.719 4.518 0.03 -0.04 0.04
C -0.071 1.058 4.245 0.04 0.01 -0.02
C -1.105 0.191 4.567 0.00 0.04 0.00
C -0.833 -1.020 5.189 -0.01 -0.02 -0.01
C 0.481 -1.363 5.471 -0.03 -0.03 0.02
C 1.514 -0.500 5.134 0.02 0.05 -0.03
H 2.302 1.846 3.027 0.01 0.01 0.00
H 3.343 1.199 4.297 0.00 0.00 0.01
H 2.309 2.597 4.621 -0.01 0.00 -0.01
H -0.303 1.986 3.736 -0.04 -0.02 -0.03
H -2.117 0.463 4.294 -0.01 0.00 0.02
H -1.641 -1.704 5.417 0.02 -0.01 0.01
H 0.709 -2.317 5.931 -0.02 0.00 0.00
H 2.542 -0.789 5.327 0.00 0.01 0.00
Cl -6.283 4.054 1.544 0.02 -0.03 -0.01
C -5.224 2.709 1.227 0.02 0.04 0.02
C -5.685 1.598 0.552 0.01 -0.05 -0.02
Cl -7.336 1.523 0.004 0.03 0.01 0.01
C -4.815 0.519 0.309 -0.04 0.08 0.03
Cl -5.374 -0.894 -0.535 -0.01 -0.01 -0.01
C -3.486 0.531 0.730 0.07 -0.05 0.02
O -2.656 -0.445 0.537 0.00 0.16 -0.01
C -3.002 1.703 1.427 0.09 -0.04 0.01
O -1.758 1.707 1.811 -0.15 -0.02 -0.02
C -3.886 2.751 1.661 -0.06 -0.04 -0.03
Cl -3.279 4.137 2.522 0.01 0.01 0.01
F 2.254 -3.743 -3.429 -0.01 0.00 0.00
C 1.824 -3.236 -2.227 -0.04 0.04 0.04
C 2.382 -3.671 -1.107 0.04 -0.03 -0.01
C 1.844 -3.306 0.203 0.05 -0.03 0.05
C 0.750 -2.541 0.322 -0.12 0.08 -0.17
C 0.091 -2.105 1.567 -0.07 -0.06 0.03
C 0.154 -1.877 -0.919 0.03 -0.07 0.16
C 0.655 -2.319 -2.320 0.05 -0.04 -0.01
H 3.207 -4.371 -1.180 0.00 0.00 0.01
H 2.327 -3.710 1.087 -0.01 0.00 -0.01
H 0.615 -2.425 2.471 0.03 0.00 -0.02
H -0.937 -2.505 1.599 0.02 -0.02 -0.01
H -0.937 -1.992 -0.866 0.00 0.00 0.01
H -0.138 -2.870 -2.838 0.00 0.00 -0.02
C 0.669 2.705 -0.294 0.12 -0.12 -0.12
C 1.947 2.277 -1.001 0.04 -0.04 0.01
C 2.973 1.793 0.034 0.00 0.02 0.00
C 1.752 1.222 -2.073 0.04 0.06 -0.06
C 2.502 1.376 -3.254 0.00 0.01 0.01
C 2.741 0.289 -4.128 -0.02 -0.03 0.01
C 2.099 -0.901 -3.973 0.01 0.04 -0.01
C 0.916 -0.965 -3.048 0.00 0.02 0.01
C -0.358 -0.513 -3.857 -0.02 -0.02 0.02
C -0.561 -1.349 -5.120 0.01 0.00 -0.01
C -1.658 -0.485 -3.053 0.01 0.00 0.00
C 1.076 0.007 -1.870 -0.04 -0.11 0.04
N 0.496 -0.456 -0.765 -0.07 0.08 0.00
H 0.842 3.518 0.415 -0.01 0.00 0.00
H 0.312 1.840 0.257 -0.23 0.15 0.16
H -0.115 2.995 -0.994 0.00 0.01 0.01
H 2.378 3.150 -1.507 -0.01 0.01 -0.01
H 2.592 0.906 0.548 -0.01 0.00 0.00
H 3.177 2.568 0.782 0.00 -0.01 0.00
H 3.912 1.523 -0.453 0.00 0.00 0.00
H 3.043 2.305 -3.406 0.00 -0.01 0.00
H 3.498 0.394 -4.901 0.00 0.01 0.00
H 2.341 -1.751 -4.596 0.00 0.02 0.00
H -0.126 0.511 -4.166 0.01 0.00 -0.01
H -0.775 -2.393 -4.873 0.00 -0.01 -0.01
H 0.318 -1.323 -5.765 -0.01 0.00 0.01
H -1.415 -0.968 -5.688 -0.01 0.00 0.00
H -2.006 -1.494 -2.814 0.00 0.01 0.00
H -2.447 -0.008 -3.641 0.00 0.00 0.00
H -1.563 0.058 -2.112 0.01 0.01 0.00
```
Forces are in eV/Å.

Properties
Calculated total energy in hartree: -3478.6910
ΔE to the lowest compared entry with this formula, charge and spin in eV: 0.998
HOMO energy (alpha / beta) in eV: 0.1 / -1.8
Multiplicity: 6
Total charge: -2